Entry 1:
{
  "formula": "C6H18O2",
  "method": "the ωB97M-V functional and the def2-TZVPD basis",
  "elements": ["O", "O", "C", "C", "C", "C", "C", "C", "H", "H", "H", "H", "H", "H", "H", "H", "H", "H", "H", "H", "H", "H", "H", "H", "H", "H"],
  "coordinates": [[1.9581, 4.0039, -0.2008], [1.7917, 1.4059, -1.6703], [-1.3213, 0.4529, 0.6195], [-0.7358, -0.9465, 0.2615], [0.6716, -1.0599, 0.9173], [-1.4203, 1.3630, -0.6239], [1.3868, -2.3256, 0.4992], [-1.6773, -2.1058, 0.6976], [-2.3782, 1.8809, -0.6428], [-0.6468, 0.7939, 1.3902], [1.2172, 1.7123, -2.3713], [1.8871, 3.4151, -0.9751], [1.7179, 4.8694, -0.4875], [2.3809, -2.4426, 0.9385], [1.2911, -0.1876, 0.6861], [-0.5934, -1.0464, -0.8132], [-1.9697, -2.0080, 1.7590], [0.8437, -3.1894, 0.8741], [-0.5723, 2.0511, -0.6044], [1.4592, -2.4037, -0.5887], [1.7388, 0.4599, -1.6743], [0.4583, -0.9321, 1.9698], [-1.3236, 0.8399, -1.5778], [-2.3573, 0.4368, 0.9735], [-2.5589, -1.9445, 0.0741], [-1.2475, -3.0932, 0.5698]],
  "lowdin_charge": [-0.06, -0.03, -0.20, -0.39, -0.25, -0.10, -0.11, -0.07, 0.06, 0.10, 0.04, 0.00, 0.01, 0.07, 0.10, 0.11, 0.09, 0.06, 0.05, 0.08, 0.03, 0.11, 0.06, 0.10, 0.08, 0.06],
  "homo_ev": -10.63,
  "smiles": "CCC(C)CC.O.O",
  "de_lowest_kcal_mol": 8.0
}

***

Entry 2:
{
  "formula": "C20H39Cl10F5NOP",
  "method": "the ωB97M-V functional and the def2-TZVPD basis",
  "elements": ["Cl", "Cl", "Cl", "Cl", "Cl", "Cl", "Cl", "Cl", "Cl", "Cl", "P", "F", "F", "F", "F", "F", "O", "N", "C", "C", "C", "C", "C", "C", "C", "C", "C", "C", "C", "C", "C", "C", "C", "C", "C", "C", "C", "C", "H", "H", "H", "H", "H", "H", "H", "H", "H", "H", "H", "H", "H", "H", "H", "H", "H", "H", "H", "H", "H", "H", "H", "H", "H", "H", "H", "H", "H", "H", "H", "H", "H", "H", "H", "H", "H", "H", "H"],
  "coordinates": [[0.4231, -4.2773, 3.4566], [0.5208, 0.3662, 5.1609], [3.0987, 2.3244, 2.2048], [4.3847, -0.2893, 3.9795], [4.8822, -0.0675, -5.1301], [-5.0810, -4.9215, 1.0639], [1.6221, 1.8895, 7.9929], [-2.0106, -1.9053, 3.3676], [-2.9720, -2.6867, -0.4172], [3.3706, 0.7920, -8.0539], [-1.2060, -0.6385, -1.2358], [-2.4912, 5.4059, -1.9020], [-4.0374, 4.1807, -3.2894], [-4.2791, 3.0170, -1.5021], [-1.0736, 3.9851, -2.6124], [-1.9293, 3.8203, -0.6180], [1.3955, -0.2827, -2.0776], [0.4558, -0.1521, 1.0236], [5.0096, 1.2456, -7.5232], [2.9967, 2.0686, 3.9696], [-0.2565, 0.3285, 6.7613], [-0.0738, 1.6257, 7.5091], [-2.6575, 0.5437, -1.2279], [2.3672, 1.4056, -3.6223], [-1.1121, -4.2864, 4.3607], [1.5635, -0.9942, 1.4857], [-3.3883, 3.3058, -2.4648], [0.1085, 0.2915, -2.1969], [-3.2931, 0.7111, -2.6355], [-2.1703, 4.1006, -1.8882], [-3.0386, 2.0796, -3.3153], [2.4216, 0.6866, -2.2646], [-2.2369, -3.6586, 3.5759], [-0.7189, -0.8881, 0.5503], [-3.5550, -4.2265, -1.0990], [-4.9682, -4.5440, -0.6751], [4.2317, 1.4020, 4.5207], [5.6678, 0.1565, -6.7128], [3.3629, 0.1161, -2.2422], [4.9361, 2.1727, -6.9584], [2.4803, 0.7135, -4.4757], [5.6498, -0.7975, -7.2355], [3.2170, 2.1053, -3.6375], [2.8748, 3.0515, 4.4245], [5.5931, 1.4382, -8.4229], [-1.3492, -5.3283, 4.5739], [-0.9492, -3.7717, 5.3056], [2.5260, -0.6181, 1.1192], [6.7070, 0.4190, -6.5173], [2.1019, 1.4809, 4.1789], [-3.5082, -4.1281, -2.1837], [0.7558, 0.5736, 0.3903], [1.5805, -0.9847, 2.5898], [-1.3179, 0.1437, 6.5954], [0.0961, 1.3547, -1.8665], [0.1530, -0.5140, 7.3150], [-2.3335, -4.1046, 2.5874], [1.4475, -2.0518, 1.2015], [5.1361, 1.9318, 4.2278], [-0.6660, 1.6108, 8.4233], [-3.4057, 0.0456, -0.5945], [-5.3266, -5.4212, -1.2133], [-0.3891, 2.4778, 6.9106], [4.1818, 1.3838, 5.6092], [1.4670, 2.0246, -3.7379], [-1.5743, -0.5522, 1.1641], [-2.8632, -5.0103, -0.7971], [-2.0165, 2.0839, -3.7101], [-2.4277, 1.4937, -0.7263], [-4.3658, 0.4855, -2.6113], [-3.6998, 2.1256, -4.1919], [-2.8346, -0.0538, -3.2842], [2.4712, 1.3971, -1.4190], [-0.2073, 0.2739, -3.2553], [-0.6523, -1.9679, 0.7249], [-5.6421, -3.7159, -0.8842], [-3.1795, -3.7974, 4.1047]],
  "lowdin_charge": [0.55, 0.63, 0.54, 0.54, 0.60, 0.54, 0.54, 0.59, 0.62, 0.54, 0.92, 0.15, 0.09, 0.13, 0.18, 0.17, -0.21, -0.14, -0.66, -0.69, -0.63, -0.65, -0.37, -0.12, -0.66, -0.15, -0.43, -0.42, -0.23, -0.57, -0.07, -0.27, -0.65, -0.47, -0.61, -0.66, -0.66, -0.65, 0.11, 0.07, 0.03, 0.07, 0.07, 0.08, 0.07, 0.07, 0.06, 0.06, 0.07, -0.07, 0.08, 0.06, 0.03, 0.07, 0.09, 0.07, 0.04, 0.07, 0.07, 0.07, 0.05, 0.07, 0.07, 0.06, 0.06, 0.02, 0.07, 0.11, 0.07, 0.11, 0.13, 0.09, 0.12, 0.09, 0.02, 0.07, 0.07],
  "homo_ev": -6.96,
  "smiles": "CCOCP(CCCC(F)(F)C(F)(F)F)CNC.ClCCCl.ClCCCl.ClCCCl.ClCCCl.ClCCCl"
}

***

Entry 3:
{
  "formula": "C32H46BrHfN3P2S",
  "method": "the ωB97M-V functional and the def2-TZVPD basis",
  "elements": ["Hf", "Br", "S", "P", "P", "N", "N", "N", "C", "C", "C", "C", "C", "C", "C", "C", "C", "C", "C", "C", "C", "C", "C", "C", "C", "C", "C", "C", "C", "C", "C", "C", "C", "C", "C", "C", "C", "C", "C", "C", "H", "H", "H", "H", "H", "H", "H", "H", "H", "H", "H", "H", "H", "H", "H", "H", "H", "H", "H", "H", "H", "H", "H", "H", "H", "H", "H", "H", "H", "H", "H", "H", "H", "H", "H", "H", "H", "H", "H", "H", "H", "H", "H", "H", "H", "H"],
  "coordinates": [[-0.1947, 0.0366, 0.2812], [-3.8198, -2.9568, -1.4294], [-0.8557, 1.3233, 4.9674], [1.7992, 1.4961, -0.1778], [-1.9594, 0.3306, -1.6850], [1.1924, 1.6634, 3.2651], [-0.6338, 0.2859, 2.5334], [4.2619, -1.9007, 3.6627], [2.6553, 4.2120, 0.1178], [-3.7027, -1.7394, 3.1993], [1.5405, 3.2092, 0.4494], [2.6941, 0.5742, -2.7285], [-3.2627, -0.1340, 4.9871], [2.0198, -1.7134, 2.0053], [-3.5380, 0.0427, -2.4642], [-2.3200, -3.8849, -2.1689], [4.0543, 1.3819, 1.6891], [3.2892, -1.9080, 1.4552], [2.1195, 1.7861, -1.9940], [-1.6866, -0.4400, 3.1786], [-1.6510, -4.3630, -0.9272], [1.8778, -1.6788, 3.4060], [-0.9441, 0.4327, -3.2839], [-1.4542, -3.0017, -2.9688], [-0.5591, -3.7406, -0.4186], [-0.0394, 1.0870, 3.4542], [0.0049, -2.6231, -1.0786], [-2.0321, 0.1366, 4.4104], [-4.1130, -1.0465, 4.3438], [-3.1034, 3.0360, -1.6802], [-1.1675, 1.4514, -4.3955], [-2.2396, 2.0265, -0.9086], [-3.8849, -0.6073, -3.7686], [3.5889, 1.1734, 0.2468], [0.9139, -1.6652, -0.3667], [4.3932, -1.9480, 2.3352], [-2.4496, -1.4742, 2.6286], [-0.3124, -2.4740, -2.4497], [0.8197, -1.6308, 1.1162], [3.0370, -1.7835, 4.1887], [-1.4908, 2.4276, -4.0368], [-4.3740, 0.6228, -2.0720], [-4.3330, -2.5060, 2.7430], [1.1662, 2.1101, -2.4395], [0.4127, -1.9764, -3.0962], [-2.7372, 3.1592, -2.7066], [-4.1612, 2.7393, -1.7067], [0.5824, 3.5609, 0.0388], [-3.5468, 0.3856, 5.8976], [3.6130, 3.9365, 0.5767], [-3.3337, -1.5471, -3.9205], [2.8861, 0.8377, -3.7789], [2.8132, 2.6357, -2.0731], [-2.1358, -5.1817, -0.3898], [4.2208, 1.7674, -0.4381], [-0.2169, 1.5825, -4.9322], [2.9421, -1.8005, 5.2760], [1.8615, 1.0407, 2.7947], [3.8376, 2.3858, 2.0872], [-0.0376, -4.1114, 0.4690], [3.6577, 0.5983, 2.3561], [1.5951, 2.1658, 4.0588], [-1.1247, -0.5608, -3.7138], [3.6576, 0.2502, -2.3088], [5.4073, -2.0328, 1.9261], [0.1140, 0.4365, -2.9830], [-2.7386, 1.7501, 0.0389], [-1.2652, 2.5080, -0.6917], [-1.7115, -2.8844, -4.0196], [-2.7774, -4.6580, -2.8043], [0.8881, -1.6654, 3.8656], [5.1498, 1.2642, 1.7254], [-4.9490, -0.9025, -3.8070], [-3.0142, 3.9998, -1.1515], [-0.0195, -2.1576, 1.5821], [-2.0594, -2.0724, 1.7984], [3.7692, 0.1212, -0.0338], [-5.1107, -1.2254, 4.7335], [1.3846, 3.1213, 1.5382], [-3.7271, 0.0223, -4.6636], [1.8633, -1.4126, -0.8592], [2.7941, 4.3384, -0.9640], [3.4190, -2.0342, 0.3828], [-1.9056, 1.0852, -5.1200], [2.3838, 5.1944, 0.5269], [2.0128, -0.2901, -2.7322]],
  "lowdin_charge": [1.38, 0.95, 1.21, 0.90, 0.94, 0.11, -0.07, 0.11, -0.09, -0.04, -0.38, -0.12, -0.02, -0.24, -0.10, -0.61, -0.11, -0.04, -0.36, -0.32, -0.04, -0.02, -0.35, -0.08, -0.01, -0.64, -0.17, -0.44, -0.02, -0.09, -0.07, -0.39, -0.08, -0.34, -0.29, -0.10, -0.05, -0.06, -0.31, -0.09, 0.07, 0.11, 0.12, 0.07, 0.13, 0.07, 0.09, 0.07, 0.14, 0.08, 0.06, 0.11, 0.10, 0.15, 0.12, 0.11, 0.13, 0.06, 0.08, 0.16, 0.05, 0.14, 0.06, 0.09, 0.14, 0.03, 0.09, 0.06, 0.14, 0.14, 0.12, 0.12, 0.13, 0.11, 0.10, 0.08, 0.06, 0.13, 0.06, 0.14, 0.11, 0.08, 0.11, 0.08, 0.11, 0.04],
  "homo_ev": -18.69,
  "charge": 4
}

***

Entry 4:
{
  "formula": "C16H25AsN4O5Pd",
  "method": "the ωB97M-V functional and the def2-TZVPD basis",
  "elements": ["Pd", "As", "O", "O", "O", "O", "O", "N", "N", "N", "N", "C", "C", "C", "C", "C", "C", "C", "C", "C", "C", "C", "C", "C", "C", "C", "C", "H", "H", "H", "H", "H", "H", "H", "H", "H", "H", "H", "H", "H", "H", "H", "H", "H", "H", "H", "H", "H", "H", "H", "H", "H"],
  "coordinates": [[0.3398, -0.5237, -0.6823], [1.7566, 0.3675, -2.2895], [-3.5412, 2.5501, 1.8135], [-5.9719, 1.2136, 0.7922], [-1.2202, 1.0707, 0.7474], [-2.1582, -0.9630, -1.0483], [-5.1268, -1.0134, -0.9255], [1.0401, -0.9041, 2.2602], [1.3554, -1.6744, 1.2615], [-0.2799, -1.0288, 2.4427], [0.2555, -2.3320, 0.8014], [-0.8673, -0.5304, 4.8209], [0.4826, -0.1191, 5.3980], [-0.7474, -1.8813, 1.5428], [-3.5782, 1.5877, 1.0399], [-2.4247, 0.8599, 0.4805], [-2.8996, -0.1848, -0.4144], [4.5234, 1.1074, -3.1891], [0.6916, -1.5389, -4.2345], [1.3553, 2.0678, -3.2158], [1.9659, -0.7801, -3.8937], [-4.3776, -0.2116, -0.3677], [-1.1365, -2.0129, 5.0524], [3.6863, 0.6811, -1.9910], [-1.0147, -0.1511, 3.3516], [-0.1535, 2.2440, -3.3538], [-4.8111, 0.9157, 0.5223], [0.5822, -0.4650, 6.4316], [-0.3403, -2.6265, 4.6246], [2.3006, -0.1792, -4.7454], [4.0538, -0.2490, -1.5507], [1.8584, 2.0931, -4.1863], [-1.6460, 0.0458, 5.3329], [0.2633, -2.0013, -3.3408], [2.7747, -1.4751, -3.6443], [3.7313, 1.4320, -1.1972], [-0.6851, 0.8613, 3.1290], [-0.6505, 2.0973, -2.3930], [-0.0759, -0.8727, -4.6338], [-2.0591, -0.1932, 3.0387], [1.7819, 2.8663, -2.6001], [4.2263, 2.0940, -3.5498], [-1.7875, -2.1055, 1.3792], [0.5991, 0.9655, 5.3908], [1.3036, -0.5389, 4.8153], [-0.5749, 1.5019, -4.0359], [-0.4192, 3.2349, -3.7351], [4.4187, 0.4175, -4.0274], [-1.1957, -2.2362, 6.1204], [-2.0734, -2.3267, 4.5870], [5.5911, 1.1608, -2.9492], [0.8790, -2.3169, -4.9822]],
  "lowdin_charge": [0.18, 1.10, -0.01, 0.01, -0.08, -0.07, 0.00, 0.03, -0.10, -0.13, -0.04, -0.41, -0.09, -0.19, -0.35, -0.36, -0.36, -0.20, -0.20, -0.45, -0.46, -0.34, -0.09, -0.45, -0.11, -0.19, -0.33, 0.06, 0.08, 0.05, 0.05, 0.05, 0.13, 0.05, 0.05, 0.05, 0.13, 0.05, 0.05, 0.13, 0.06, 0.05, 0.13, 0.07, 0.06, 0.05, 0.05, 0.04, 0.07, 0.08, 0.05, 0.05],
  "homo_ev": -0.17,
  "charge": -2,
  "de_lowest_kcal_mol": 8.2
}

***

Entry 5:
{
  "formula": "C16H15BrPrTe",
  "method": "the ωB97M-V functional and the def2-TZVPD basis",
  "elements": ["Pr", "Te", "Br", "C", "C", "C", "C", "C", "C", "C", "C", "C", "C", "C", "C", "C", "C", "C", "C", "H", "H", "H", "H", "H", "H", "H", "H", "H", "H", "H", "H", "H", "H", "H"],
  "coordinates": [[0.6576, 0.0177, -1.4971], [1.1442, 1.7815, 1.2576], [1.8538, -2.1973, -0.4435], [-1.9324, -0.8913, -1.6501], [1.4074, -0.3110, 3.6825], [0.7132, -0.6795, -4.5314], [0.2304, 0.6670, -4.6726], [-2.3849, 0.4336, -1.4288], [-0.3683, -0.6262, 5.3305], [0.8396, -1.0308, 4.7556], [-0.3714, 1.3105, 3.8747], [-1.3006, -1.3826, -0.4632], [1.9843, -0.6302, -3.8687], [-2.0818, 0.7561, -0.0536], [1.2201, 1.5561, -4.1156], [2.3183, 0.7489, -3.6362], [0.7107, 0.7930, 3.0955], [-1.3436, -0.3142, 0.4642], [-0.9329, 0.5868, 4.9327], [1.2146, 2.6629, -4.2152], [-0.9015, -2.3901, -0.2871], [1.3337, -1.9535, 5.0910], [-0.9420, -0.4430, 1.4609], [-2.3471, 1.6537, 0.4911], [-2.8792, 1.0936, -2.1850], [-0.8799, -1.2761, 6.0520], [-2.1352, -1.5422, -2.5166], [3.2998, 1.1401, -3.3129], [-0.8272, 2.2573, 3.5980], [2.3633, -0.6563, 3.2955], [2.6314, -1.4891, -3.6493], [-1.8597, 0.9429, 5.3767], [-0.6687, 0.9803, -5.2499], [0.2340, -1.5685, -4.9818]],
  "mulliken_spin": [2.04, -0.01, 0.00, 0.00, 0.00, 0.00, 0.00, 0.00, 0.00, 0.00, 0.00, 0.00, 0.00, -0.01, -0.01, -0.01, 0.00, -0.01, 0.00, 0.00, 0.00, 0.00, 0.00, 0.00, 0.00, 0.00, 0.00, 0.00, 0.00, 0.00, 0.00, 0.00, 0.00, 0.00],
  "homo_ev": [-3.82, -3.82],
  "spin_multiplicity": 3,
  "charge": -1,
  "de_lowest_kcal_mol": 30.9
}

***

Computed values of calculated total energy (unit: eV) for the preceding records, in sequence: -10608.6009, -173010.1781, -139118.0366, -97512.6159, -108242.5003.